[1]
Entry from the OMol25 dataset: a cluster of 9 separate species, H16O9 in total (ωB97M-V/def2-TZVPD).

```
25
Properties=species:S:1:pos:R:3:nbo_charge:R:1
O -0.102 -0.072 0.063 -1.30
O 1.448 -2.161 -0.279 -0.99
O -0.612 2.795 0.386 -0.94
O 0.577 2.155 -3.257 -1.31
O 0.936 0.348 2.589 -0.97
O -2.423 0.651 1.572 -0.97
O -1.169 -2.407 1.388 -0.98
O -0.289 -0.988 -2.563 -0.95
O 1.928 1.064 -1.195 -1.03
H -0.422 1.860 0.314 0.48
H -0.894 -1.724 0.776 0.50
H -0.351 -2.756 1.742 0.46
H -0.499 -1.920 -2.502 0.44
H 2.248 -1.965 0.210 0.45
H 1.460 1.255 -2.007 0.49
H -0.702 0.388 -0.555 0.46
H 0.597 0.037 1.749 0.51
H -0.746 2.942 1.323 0.45
H 1.238 0.880 -0.558 0.47
H -2.904 0.279 0.832 0.46
H 0.853 -1.444 -0.063 0.50
H 0.168 1.489 -2.670 0.37
H -1.523 0.351 1.447 0.50
H -0.292 -0.682 -1.656 0.48
H 1.472 -0.375 2.914 0.44
```

highest occupied orbital energy	0.62	eV
orbital gap	4.8	eV
relative energy (zero: lowest compared OMol25 entry of this formula, charge and spin)	37.22	kcal/mol
total charge	-2


[2]
Entry from the OMol25 dataset: a cluster of 9 separate species, H17O9 in total (ωB97M-V/def2-TZVPD).

```
26
Properties=species:S:1:pos:R:3:nbo_charge:R:1
O -0.527 -1.200 -2.948 -0.96
O -0.611 -2.692 1.171 -0.95
O 0.277 2.812 1.198 -0.97
O 0.356 0.427 -0.181 -1.19
O 1.878 -1.644 -0.613 -0.97
O -3.153 -0.573 0.938 -0.97
O -0.716 -0.107 2.134 -1.02
O 2.786 1.351 0.150 -1.00
O 0.309 1.776 -2.458 -0.99
H 0.662 2.027 0.733 0.49
H -3.971 -0.398 1.382 0.48
H 0.007 -0.508 -2.416 0.50
H 0.069 -1.941 1.101 0.49
H 1.612 -0.739 -0.197 0.50
H 0.283 1.259 -1.505 0.48
H 0.472 2.612 2.139 0.46
H -0.161 0.073 1.325 0.48
H -1.218 -2.408 0.464 0.46
H 3.420 0.713 0.278 0.45
H 1.748 0.978 0.183 0.49
H -1.355 -0.750 1.806 0.48
H -0.584 2.039 -2.492 0.44
H 2.465 -1.968 -0.061 0.44
H -0.883 -1.765 -2.206 0.46
H -0.421 0.353 -0.548 0.44
H -2.738 0.285 0.610 0.50
```

highest occupied orbital energy	-6.88	eV
orbital gap	9.8	eV
relative energy (zero: lowest compared OMol25 entry of this formula, charge and spin)	69.60	kcal/mol
total charge	-1


[3]
Entry from the OMol25 dataset: a cluster of 9 separate species, H17O9 in total (ωB97M-V/def2-TZVPD).

```
26
Properties=species:S:1:pos:R:3:nbo_charge:R:1
O -0.348 -2.679 2.647 -1.01
O 1.752 2.266 -0.785 -1.02
O -0.622 1.391 -2.420 -0.98
O -1.458 2.979 0.921 -1.00
O -2.499 -0.565 -0.487 -0.99
O 0.634 -3.134 0.268 -0.95
O 1.828 0.787 1.706 -0.95
O 1.112 -1.252 -1.649 -0.99
O -0.167 0.545 -0.016 -1.24
H 0.425 -0.719 -1.253 0.50
H 0.379 -4.057 0.016 0.49
H 1.518 0.433 2.452 0.45
H 0.948 -1.294 -2.638 0.48
H -2.725 -0.079 -1.323 0.46
H -0.636 3.444 0.958 0.45
H -0.923 2.030 0.806 0.51
H -0.075 -2.690 1.664 0.50
H 0.723 -2.513 -0.319 0.50
H -0.870 2.284 -2.311 0.46
H -0.416 1.083 -1.564 0.48
H -1.357 -2.485 2.703 0.46
H 0.062 -0.202 0.495 0.45
H -1.702 -0.055 -0.328 0.49
H 1.160 0.674 1.102 0.47
H 2.318 2.210 -0.023 0.47
H 0.940 1.594 -0.623 0.50
```

highest occupied orbital energy	-6.80	eV
orbital gap	10.0	eV
relative energy (zero: lowest compared OMol25 entry of this formula, charge and spin)	50.91	kcal/mol
total charge	-1